# 1
ORCA calculation (wB97M-V/def2-TZVPD) on a cluster of 8 separate species, C33H34Cl22I2N3O5S2 in total.

Each line ends with the Löwdin charge.
Positions of all 101 atoms, in Å:
C: -3.389 -0.572 0.074  -0.07
C: -2.532 0.280 -0.021  -0.27
C: -1.240 0.919 0.280  -0.05
C: -1.027 1.622 1.511  0.08
C: -2.170 1.755 2.515  -0.38
O: -3.305 1.862 2.136  0.18
O: -1.943 1.799 3.876  -0.04
C: -2.367 3.098 4.405  -0.19
C: -3.798 3.111 4.985  -0.15
C: -4.220 4.629 5.102  -0.17
C: -5.659 4.813 5.645  -0.27
O: -5.643 5.978 6.499  -0.09
C: 0.293 2.171 1.706  -0.03
C: 0.595 2.902 3.035  -0.07
C: 0.873 1.822 4.140  -0.75
O: 1.157 0.697 3.920  0.08
Cl: 0.718 2.426 5.833  0.69
C: 1.282 2.029 0.687  -0.09
C: 2.668 2.671 0.904  -0.06
C: 3.624 1.855 1.815  -0.24
O: 3.413 0.762 2.258  -0.02
N: 1.003 1.340 -0.461  -0.01
C: 2.025 1.163 -1.488  -0.73
I: 2.015 2.677 -3.019  1.01
C: 2.902 0.142 -1.489  -0.68
C: 3.957 0.109 -2.634  -0.17
I: 2.867 -1.371 0.002  1.10
C: -0.228 0.799 -0.712  -0.08
C: -0.532 0.077 -2.039  -0.11
C: -0.203 -1.468 -2.016  -0.22
C: 0.588 -1.823 -3.332  -0.47
S: 1.770 -3.189 -3.034  0.82
C: 2.151 -3.800 -4.690  -1.00
S: 0.960 -3.946 -5.813  0.74
N: 3.465 -4.138 -5.050  -0.21
C: 3.840 -4.678 -6.270  -0.24
C: 5.219 -4.878 -6.297  -0.17
N: 5.705 -4.435 -5.039  0.02
C: 4.673 -4.032 -4.349  -0.25
H: -4.324 -1.124 0.002  0.07
H: -1.631 3.413 5.175  0.09
H: -2.338 3.813 3.548  0.13
H: -4.557 2.630 4.340  0.12
H: -3.846 2.648 5.995  0.13
H: -4.117 5.100 4.099  0.12
H: -3.473 5.126 5.760  0.12
H: -6.051 3.949 6.216  0.06
H: -6.316 5.073 4.784  0.11
H: -6.528 6.365 6.523  0.08
H: 1.532 3.496 2.979  0.12
H: -0.200 3.608 3.329  0.11
H: 3.213 2.831 -0.056  0.08
H: 2.546 3.692 1.329  0.13
H: 4.619 2.328 2.051  0.14
H: 3.438 0.156 -3.611  0.06
H: 4.520 1.065 -2.534  0.01
H: 4.650 -0.743 -2.544  0.07
H: -1.614 0.148 -2.281  0.08
H: -0.021 0.576 -2.891  0.07
H: 0.319 -1.766 -1.089  0.02
H: -1.146 -2.056 -2.062  0.12
H: -0.140 -2.146 -4.103  0.05
H: 1.159 -0.936 -3.679  0.07
H: 3.236 -4.911 -7.155  0.11
H: 5.788 -5.260 -7.149  0.12
H: 4.791 -3.641 -3.333  0.12
C: -1.775 -3.471 2.923  -1.50
Cl: -0.606 -4.475 2.058  0.53
Cl: -2.351 -2.154 1.884  0.62
Cl: -3.130 -4.441 3.496  0.54
H: -1.279 -3.035 3.783  0.02
C: -9.158 2.337 6.563  -1.53
Cl: -7.567 1.571 6.473  0.53
Cl: -9.134 3.929 5.791  0.54
Cl: -10.383 1.307 5.821  0.53
H: -9.412 2.470 7.608  0.02
C: 6.812 3.366 -2.774  -1.51
Cl: 5.733 4.169 -3.917  0.52
Cl: 6.005 3.144 -1.208  0.52
Cl: 7.354 1.813 -3.409  0.52
H: 7.679 3.999 -2.621  0.02
C: -7.296 -3.481 3.575  -1.55
Cl: -6.207 -2.720 2.408  0.49
Cl: -7.417 -5.215 3.271  0.53
Cl: -6.748 -3.175 5.225  0.52
H: -8.281 -3.044 3.457  0.01
C: -4.566 0.999 -3.462  -1.48
Cl: -3.414 1.769 -4.559  0.53
Cl: -4.752 -0.712 -3.855  0.54
Cl: -4.039 1.183 -1.776  0.68
H: -5.528 1.484 -3.582  0.02
C: 4.561 -8.115 -3.744  -1.48
Cl: 5.776 -9.089 -4.579  0.54
Cl: 4.174 -6.668 -4.689  0.75
Cl: 3.106 -9.071 -3.429  0.52
H: 4.974 -7.802 -2.791  0.02
C: 8.754 -1.209 -6.259  -1.54
Cl: 8.276 -0.953 -4.576  0.48
Cl: 7.758 -0.231 -7.342  0.52
Cl: 10.464 -0.839 -6.482  0.54
H: 8.595 -2.254 -6.501  0.01

Net charge   +1
Total energy   -362832.0633 eV

=====

# 2
ORCA calculation (wB97M-V/def2-TZVPD) on a structure of composition C33H34N2O4P2PdS3.

Each line ends with the Löwdin charge.
Positions of all 79 atoms, in Å:
Pd: -0.312 1.938 1.094  0.53
O: 1.601 1.227 2.188  -0.43
S: 1.525 2.658 2.724  0.26
O: 2.575 2.973 3.643  -0.30
O: 0.138 2.754 3.281  -0.42
O: 1.506 3.502 1.477  -0.41
C: -2.046 -5.405 -2.289  -0.41
S: -1.208 -4.444 -3.560  0.80
C: 0.049 -3.631 -2.552  -0.52
C: -0.497 -2.569 -1.611  -0.25
C: 0.611 -2.040 -0.696  -0.22
N: 0.318 -0.748 -0.063  -0.42
P: 0.636 0.764 -0.771  0.95
C: -0.031 0.674 -2.457  -0.35
C: 0.658 0.063 -3.505  -0.10
C: 0.043 -0.121 -4.732  -0.07
C: -1.262 0.315 -4.925  -0.07
C: -1.941 0.954 -3.899  -0.07
C: -1.325 1.139 -2.669  -0.11
C: 2.417 0.899 -1.007  -0.34
C: 3.294 0.257 -0.140  -0.08
C: 4.660 0.463 -0.253  -0.06
C: 5.156 1.323 -1.221  -0.08
C: 4.283 1.981 -2.077  -0.08
C: 2.920 1.772 -1.971  -0.10
P: -0.685 -0.509 1.289  0.98
C: -2.178 -1.471 0.901  -0.34
C: -3.105 -0.874 0.051  -0.09
C: -4.197 -1.590 -0.412  -0.07
C: -4.382 -2.907 -0.012  -0.08
C: -3.478 -3.499 0.859  -0.09
C: -2.379 -2.786 1.314  -0.09
C: 0.046 -1.364 2.696  -0.36
C: 1.338 -1.873 2.679  -0.09
C: 1.868 -2.469 3.813  -0.07
C: 1.114 -2.546 4.974  -0.08
C: -0.170 -2.017 5.002  -0.07
C: -0.702 -1.427 3.870  -0.09
H: -2.813 -5.997 -2.785  0.03
H: -2.529 -4.773 -1.546  0.01
H: -1.353 -6.087 -1.794  0.04
H: 0.747 -3.182 -3.263  0.07
H: 0.610 -4.393 -2.003  0.08
H: -1.310 -2.982 -1.014  0.08
H: -0.926 -1.756 -2.195  0.10
H: 1.544 -1.925 -1.259  0.12
H: 0.820 -2.770 0.091  0.11
H: 1.675 -0.280 -3.355  0.11
H: 0.578 -0.609 -5.536  0.11
H: -1.746 0.164 -5.881  0.11
H: -2.949 1.314 -4.054  0.11
H: -1.846 1.654 -1.870  0.04
H: 2.907 -0.366 0.652  0.08
H: 5.335 -0.033 0.432  0.11
H: 6.222 1.491 -1.301  0.10
H: 4.666 2.660 -2.828  0.10
H: 2.248 2.287 -2.647  0.11
H: -2.969 0.158 -0.255  0.08
H: -4.907 -1.119 -1.079  0.11
H: -5.235 -3.467 -0.371  0.11
H: -3.624 -4.522 1.184  0.11
H: -1.670 -3.259 1.983  0.11
H: 1.948 -1.776 1.792  0.08
H: 2.878 -2.856 3.794  0.11
H: 1.531 -3.002 5.862  0.10
H: -0.753 -2.051 5.913  0.11
H: -1.698 -1.001 3.910  0.12
S: -2.180 3.425 0.386  0.57
C: -1.217 4.679 1.063  -0.75
N: -0.360 5.358 0.266  0.06
C: 0.526 6.277 0.698  -0.07
C: 0.558 6.618 2.017  -0.04
C: -0.329 5.969 2.887  -0.02
C: -1.204 5.022 2.424  -0.10
H: -0.337 5.065 -0.699  0.14
H: 1.184 6.687 -0.052  0.13
H: 1.276 7.342 2.368  0.11
H: -0.303 6.196 3.945  0.12
H: -1.854 4.476 3.088  0.11

Spin multiplicity   3
Relative energy (zero: lowest compared OMol25 entry of this formula, charge and spin)   0.0 kJ/mol
Total energy   -100507.3702 eV
⟨S²⟩   2.014

=====

# 3
ORCA calculation (wB97M-V/def2-TZVPD) on a cluster of 2 separate species, C33H34N3 in total.

Each line ends with the Löwdin charge.
Positions of all 70 atoms, in Å:
C: 3.762 1.481 0.060  -0.03
N: 2.565 2.049 -0.514  -0.07
C: 1.271 1.931 0.113  -0.24
H: 0.756 0.883 -0.101  0.12
C: 1.342 2.066 1.617  -0.18
C: 1.511 3.325 2.209  -0.02
C: 1.665 3.408 3.593  -0.06
C: 1.658 2.249 4.371  -0.07
C: 1.508 0.998 3.774  -0.07
C: 1.339 0.908 2.392  -0.04
N: 0.518 2.957 -0.567  -0.08
C: -0.725 3.454 -0.031  -0.04
C: 1.310 3.668 -1.447  -0.18
C: 2.604 3.116 -1.391  -0.17
C: 3.703 3.828 -1.880  -0.02
C: 3.467 5.077 -2.455  -0.10
C: 2.172 5.607 -2.540  -0.10
C: 1.075 4.915 -2.026  -0.03
H: 4.542 1.474 -0.710  0.09
H: 4.147 2.059 0.919  0.10
H: 3.556 0.455 0.389  0.08
H: 1.532 4.228 1.585  0.13
H: 1.787 4.395 4.041  0.11
H: 1.775 2.334 5.449  0.11
H: 1.514 0.089 4.373  0.10
H: 1.211 -0.055 1.891  0.06
H: -1.179 4.120 -0.772  0.09
H: -1.388 2.606 0.171  0.07
H: -0.578 4.016 0.904  0.09
H: 4.705 3.410 -1.773  0.10
H: 4.300 5.666 -2.829  0.10
H: 2.027 6.582 -2.994  0.10
H: 0.064 5.322 -2.035  0.10
C: -2.302 0.844 -1.679  0.01
C: -2.095 -0.591 -1.909  -0.15
N: -2.886 -1.318 -2.736  -0.02
C: -3.963 -0.774 -3.552  0.02
C: -2.564 -2.674 -2.663  -0.15
C: -1.501 -2.811 -1.744  -0.11
C: -1.080 -4.105 -1.421  -0.01
C: -1.770 -5.201 -1.956  -0.06
C: -2.851 -5.030 -2.835  -0.06
C: -3.259 -3.743 -3.211  0.00
C: -1.194 -1.470 -1.238  -0.09
C: -0.321 -1.173 -0.168  0.12
C: -0.337 -2.070 0.961  -0.20
C: -1.538 -2.743 1.342  0.00
C: -1.547 -3.716 2.327  -0.01
C: -0.379 -4.032 3.035  -0.23
C: -0.418 -5.093 4.096  -0.03
C: 0.803 -3.361 2.704  -0.01
C: 0.837 -2.416 1.687  -0.01
H: -2.339 1.035 -0.597  0.09
H: -1.453 1.407 -2.091  0.11
H: -3.232 1.218 -2.128  0.09
H: -4.481 -1.607 -4.032  0.08
H: -4.674 -0.218 -2.928  0.11
H: -3.573 -0.099 -4.325  0.12
H: -0.226 -4.256 -0.761  0.12
H: -1.468 -6.213 -1.684  0.11
H: -3.376 -5.900 -3.232  0.11
H: -4.087 -3.568 -3.892  0.11
H: 0.477 -0.451 -0.285  0.09
H: -2.467 -2.524 0.809  0.13
H: -2.471 -4.252 2.549  0.13
H: 0.506 -5.097 4.682  0.08
H: -1.259 -4.947 4.785  0.09
H: -0.540 -6.094 3.659  0.10
H: 1.717 -3.603 3.253  0.13
H: 1.794 -1.972 1.391  0.12

Relative energy (zero: lowest compared OMol25 entry of this formula, charge and spin)   161.3 kJ/mol
Net charge   +1
Total energy   -39235.7254 eV

=====

- Among the records above, which one has the highest total energy?
  C33H34N3

=====

- Among the records above, which one has the lowest total energy?
  C33H34Cl22I2N3O5S2

=====

- Look up the total energy of the third one.
  -39235.7254 eV

=====

- What is the total energy in the second record?
  -100507.3702 eV